(1)
Density functional theory data (ωB97M-V with the def2-TZVPD basis set) for 9 unconnected molecules or ions with the total composition C18H54O18 at a distorted geometry.

Results
- Maximum force: 2.06 eV Å⁻¹
- E_tot: -56391.579 eV
- Highest occupied orbital energy: -9.48 eV
- LUMO: 0.37 eV
- SMILES: OCCO.OCCO.OCCO.OCCO.OCCO.OCCO.OCCO.OCCO.OCCO
- Relative energy (zero: lowest compared OMol25 entry of this formula, charge and spin): 1.3719 eV

The geometry in ORCA input format:
```
! RIJCOSX wB97M-V def2-TZVPD def2/J DEFGRID3
* xyz 0 1
C 2.93 -2.54 -4.11
C 2.19 -1.31 -3.64
O 0.97 -1.70 -3.00
O 2.25 -3.15 -5.20
H 3.06 -3.27 -3.30
H 3.96 -2.34 -4.42
H 1.94 -0.67 -4.49
H 2.87 -0.80 -2.96
H 0.45 -2.15 -3.68
H 1.67 -3.88 -5.03
C 1.64 1.34 4.62
C 2.22 0.34 5.60
O 3.10 0.94 6.55
O 1.24 0.70 3.41
H 2.39 2.10 4.40
H 0.78 1.85 5.05
H 2.66 -0.54 5.11
H 1.33 -0.09 6.09
H 3.38 0.17 7.06
H 0.94 1.36 2.77
C -4.08 -4.84 -0.44
C -3.14 -4.21 -1.49
O -2.92 -2.84 -1.20
O -3.55 -4.80 0.86
H -4.37 -5.87 -0.66
H -4.99 -4.22 -0.54
H -3.67 -4.27 -2.44
H -2.23 -4.82 -1.53
H -2.47 -2.86 -0.34
H -3.51 -3.87 1.13
C -3.82 0.01 1.62
C -3.56 -1.32 2.35
O -2.35 -1.97 2.04
O -2.91 1.03 1.96
H -4.82 0.28 1.97
H -3.77 -0.10 0.53
H -4.43 -1.97 2.28
H -3.48 -1.03 3.41
H -1.60 -1.74 2.62
H -2.13 0.89 1.42
C 5.53 1.88 2.53
C 4.39 1.59 1.58
O 4.83 1.30 0.24
O 6.19 3.11 2.23
H 6.19 1.01 2.64
H 5.08 2.11 3.50
H 3.65 2.38 1.53
H 3.87 0.69 1.90
H 5.18 0.40 0.22
H 6.68 3.42 3.00
C -0.78 0.13 -0.81
C 0.16 0.06 0.37
O 0.87 1.27 0.62
O -1.59 1.29 -0.76
H -1.39 -0.78 -0.77
H -0.19 0.15 -1.72
H 0.87 -0.72 0.05
H -0.27 -0.26 1.32
H 1.70 1.23 0.13
H -1.53 1.78 -1.58
C 0.26 2.65 -5.60
C -0.83 1.91 -6.36
O -2.02 1.81 -5.63
O 0.55 2.00 -4.38
H 0.01 3.70 -5.39
H 1.17 2.63 -6.20
H -0.41 0.94 -6.65
H -1.05 2.37 -7.33
H -2.03 1.05 -5.04
H -0.14 2.25 -3.76
C -3.03 5.41 -3.56
C -2.50 4.49 -2.48
O -1.75 3.43 -3.17
O -2.02 5.92 -4.44
H -3.55 6.32 -3.23
H -3.71 4.82 -4.19
H -3.29 4.03 -1.89
H -1.74 4.97 -1.87
H -2.23 3.28 -4.00
H -1.31 6.30 -3.91
C 0.28 -3.30 5.44
C 0.86 -2.87 4.11
O 0.04 -1.80 3.58
O 1.23 -4.10 6.13
H -0.63 -3.86 5.19
H -0.04 -2.43 6.03
H 0.97 -3.74 3.45
H 1.86 -2.44 4.25
H 0.72 -1.13 3.43
H 0.76 -4.51 6.86
*
```



(2)
Density functional theory data (ωB97M-V with the def2-TZVPD basis set) for 6 unconnected molecules or ions with the total composition C18H54O24P6 at a distorted geometry.

Results
- Maximum force: 4.82 eV Å⁻¹
- E_tot: -124423.520 eV
- Highest occupied orbital energy (spin up / spin down): 0.37 / -8.29 eV
- LUMO (spin up / spin down): 1.82 / 1.82 eV

The geometry in ORCA input format:
```
! RIJCOSX wB97M-V def2-TZVPD def2/J DEFGRID3
* xyz -1 2
C -0.16 3.92 0.30
O -1.43 4.56 0.40
P -2.60 3.96 -0.62
O -3.64 3.02 -0.08
O -3.22 5.22 -1.38
C -3.97 6.17 -0.70
O -1.79 3.47 -1.87
C -2.29 2.41 -2.69
H -0.19 3.04 -0.34
H 0.26 3.57 1.25
H 0.61 4.55 -0.14
H -3.90 7.16 -1.16
H -3.71 6.48 0.31
H -5.04 6.02 -0.86
H -3.11 1.92 -2.17
H -1.58 1.59 -2.81
H -2.67 2.80 -3.64
C -0.32 3.24 10.43
O -0.20 2.46 9.23
P 0.69 3.04 7.96
O 0.53 4.48 7.63
O 0.40 1.96 6.74
C 1.03 2.10 5.49
O 2.22 2.72 8.35
C 3.01 3.47 9.30
H -1.30 3.00 10.85
H -0.20 4.33 10.44
H 0.43 2.81 11.09
H 1.71 1.29 5.27
H 1.60 3.03 5.49
H 0.26 2.11 4.71
H 3.36 2.65 9.93
H 2.32 4.09 9.88
H 3.92 3.96 8.97
C 5.07 -0.73 -1.10
O 5.44 -1.14 -2.42
P 6.93 -1.11 -3.01
O 7.90 -1.88 -2.19
O 7.16 0.48 -3.09
C 8.48 0.96 -3.60
O 6.72 -1.61 -4.56
C 5.55 -1.20 -5.27
H 5.91 -0.43 -0.48
H 4.35 -1.40 -0.63
H 4.56 0.23 -1.14
H 8.52 2.03 -3.40
H 8.48 0.94 -4.69
H 9.33 0.40 -3.21
H 4.98 -0.28 -5.12
H 4.82 -1.99 -5.46
H 5.93 -1.29 -6.29
C -3.56 -0.92 -1.03
O -4.44 -1.57 -0.21
P -5.75 -2.23 -0.93
O -5.67 -2.97 -2.21
O -6.39 -3.20 0.18
C -7.67 -3.76 -0.19
O -6.75 -1.01 -0.98
C -7.19 -0.29 0.17
H -4.06 -0.05 -1.46
H -3.14 -1.55 -1.82
H -2.74 -0.55 -0.41
H -8.09 -3.61 -1.19
H -8.48 -3.46 0.48
H -7.67 -4.84 -0.04
H -8.22 0.01 0.02
H -6.52 0.57 0.26
H -7.08 -0.89 1.08
C -0.18 -2.13 -1.00
O 1.09 -1.59 -0.52
P 1.13 -0.33 0.50
O -0.24 0.14 0.84
O 2.11 -0.91 1.71
C 2.28 -0.13 2.79
O 2.22 0.70 -0.18
C 1.87 1.16 -1.48
H -1.03 -1.99 -0.32
H -0.12 -3.21 -1.05
H -0.46 -1.67 -1.95
H 1.73 0.81 2.74
H 3.34 0.12 2.85
H 1.97 -0.59 3.74
H 1.47 0.42 -2.17
H 2.60 1.76 -2.03
H 0.95 1.72 -1.28
C -3.12 -4.25 -3.80
O -2.38 -5.31 -4.41
P -0.72 -5.18 -4.38
O -0.05 -5.94 -5.47
O -0.52 -3.60 -4.52
C 0.69 -3.12 -4.85
O -0.47 -5.49 -2.80
C 0.93 -5.76 -2.47
H -3.83 -4.65 -3.07
H -3.56 -3.51 -4.46
H -2.57 -3.58 -3.13
H 1.48 -3.87 -4.74
H 0.99 -2.49 -4.01
H 0.69 -2.45 -5.71
H 1.55 -6.05 -3.32
H 0.96 -6.46 -1.62
H 1.43 -4.88 -2.06
*
```